Record 1
12
Properties=species:S:1:pos:R:3:forces:R:3 method="wB97M-V/def2-TZVPD" e_homo_ha=-0.37727 lumo_energy_ev=0.6404 total_energy_ev=-19609.898 e_above_lowest_kcal_mol=60.3
C -2.035392 -0.649667 -0.110255 0.5079 -0.1421 0.5557
C 0.788997 1.176443 0.198546 -0.5029 0.1002 -1.1394
C -0.945576 -1.626006 -0.035611 -1.4517 -3.3745 0.5227
N -2.776902 0.216551 -0.185847 -0.5707 0.3230 -0.0666
O 1.471183 -0.928046 -1.100009 0.5435 -0.0226 0.5038
O 0.045444 -1.334537 0.902812 0.7083 0.8578 0.5016
S 1.409217 -0.547528 0.322869 -0.9919 0.5844 -1.1287
H 1.073103 1.851024 0.918607 1.4593 0.8358 2.7585
H -0.276820 1.356621 0.289497 -0.4135 -0.8464 -0.7261
H 1.221486 1.723582 -0.650495 -0.3264 -1.0086 -0.4922
H -1.341367 -2.750298 0.313606 0.7332 3.0957 -1.2170
H -0.555045 -1.667822 -1.048830 0.3049 -0.4028 -0.0723

Record 2
12
Properties=species:S:1:pos:R:3:forces:R:3 method="wB97M-V/def2-TZVPD" e_homo_ha=-0.35518 lumo_energy_ev=-0.3206 total_energy_ev=-19607.579 e_above_lowest_kcal_mol=113.7
C -0.207857 0.250199 0.736558 0.4019 1.3704 5.5668
C 0.752318 0.506806 -0.404246 -2.6898 -1.3909 -0.0977
C -0.742794 -1.020243 0.165671 -0.4497 -1.9578 -1.6055
H -0.354620 1.913542 2.610250 -2.7738 -0.4001 -3.0699
H 0.411580 0.006462 1.727602 -1.4651 0.3224 -2.1600
H 1.736374 0.435899 -0.094471 2.1163 0.1693 0.2163
H 0.454842 1.433016 -0.881003 0.2240 -0.1453 -0.8715
H 0.249508 -0.774628 -2.735600 0.8339 -4.3224 2.5234
N 0.205331 -0.811050 -0.851810 -0.8880 -0.9922 -0.2124
O 0.441513 -1.626094 -1.986830 -0.7146 5.3564 -2.5622
O -1.544586 -1.923911 0.398010 1.8343 2.3813 -0.3824
S -1.401611 1.610002 1.315868 3.5707 -0.3910 2.6552

Record 3
12
Properties=species:S:1:pos:R:3:forces:R:3 method="wB97M-V/def2-TZVPD" smiles="O=CCN(O)C=S" e_homo_ha=-0.32495 lumo_energy_ev=0.0905 total_energy_ev=-19609.020 e_above_lowest_kcal_mol=80.5
O 1.093977 1.724827 -1.047094 1.1746 0.0204 3.4923
C 1.377338 1.283823 0.089890 -4.0558 -3.0516 -5.3123
C 0.701134 -0.128721 0.454634 1.0176 0.9308 -1.8963
N -0.486394 -0.398944 -0.320902 -2.3049 -0.4721 2.1336
O -0.331448 -0.320599 -1.708091 -0.8966 -2.4502 0.6580
C -1.629451 -0.990911 0.356538 2.2044 2.3229 -2.1879
S -1.969621 -0.957834 1.933121 0.4939 -0.1753 0.7217
H 2.082026 1.685604 0.709436 1.9951 1.4091 1.7996
H 0.449092 -0.221607 1.464222 -0.4059 0.1125 1.6512
H 1.372143 -0.969904 0.229050 0.6313 0.5051 0.0415
H -0.228613 0.602848 -1.893847 0.1946 1.1664 0.0939
H -2.430183 -1.308581 -0.266958 -0.0484 -0.3182 -1.1953

Record 4
13
Properties=species:S:1:pos:R:3:forces:R:3 method="wB97M-V/def2-TZVPD" e_homo_ha=-0.32041 lumo_energy_ev=-0.2929 total_energy_ev=-30445.276 e_above_lowest_kcal_mol=65.3
C -0.207990 2.152426 -0.133220 -0.2382 0.7358 -1.6124
S 1.078470 0.853738 -0.171753 0.2731 0.8898 -0.2533
C 0.206579 -0.655569 -0.150434 -0.2306 -0.3220 1.0754
N -0.897336 -0.963600 -0.706122 0.3645 0.0262 -0.7729
O -1.261154 -0.100148 -1.732244 0.3561 0.1523 0.8572
C 0.709078 -1.701646 0.833740 -1.6149 -0.2260 -0.1882
O 1.932519 -1.468640 1.241120 0.7911 0.5350 -0.3820
S -0.232692 -2.930603 1.356399 0.5341 0.1044 -0.0316
H -0.901571 2.047759 0.679904 -0.0677 -0.2029 0.5475
H 0.307296 3.142545 -0.064708 -0.1178 -1.0079 0.1638
H -0.815506 2.202602 -1.072916 0.6836 -0.2878 0.7406
H -2.163308 -0.376791 -1.857935 -0.6166 -0.0910 -0.4559
H 2.245616 -2.202072 1.778170 -0.1166 -0.3060 0.3118

Record 5
13
Properties=species:S:1:pos:R:3:forces:R:3 method="wB97M-V/def2-TZVPD" e_homo_ha=-0.31998 lumo_energy_ev=-0.3493 total_energy_ev=-30440.856 e_above_lowest_kcal_mol=167.3
C 1.851591 -0.692369 -0.337993 0.9031 -0.6620 1.4001
C -0.702542 0.244262 0.263931 0.2589 1.4723 -1.2709
C -0.029327 1.171296 -0.818966 -1.3537 -1.0125 1.9504
N 0.941486 2.003409 -0.617460 -0.2451 -2.7870 1.2328
O 1.661632 1.601839 0.665789 -0.0338 1.4842 0.5831
O 1.483577 2.838929 -1.267384 0.6844 1.2313 -0.9335
S 2.672455 0.277016 0.695526 -1.2116 -0.4600 -1.9518
S 2.084478 -2.355395 -0.488964 1.0827 0.5092 -0.4871
H -1.774616 0.489949 0.381852 0.5713 0.5356 0.2011
H -0.121264 0.323589 1.173510 -0.3932 -0.1370 0.2022
H -0.758842 -0.773224 -0.081071 0.4812 -0.4196 -0.2460
H -0.545886 1.233406 -1.741744 -0.1488 0.5162 -0.8542
H 3.400477 -2.506592 -0.108741 -0.5953 -0.2708 0.1739

Record 6
13
Properties=species:S:1:pos:R:3:forces:R:3 method="wB97M-V/def2-TZVPD" e_homo_ha=-0.31925 lumo_energy_ev=-0.1259 total_energy_ev=-30442.821 e_above_lowest_kcal_mol=121.9
C -0.539668 1.993433 -0.242889 0.9752 0.5251 1.5412
O 0.694184 1.265759 0.272558 -1.7587 1.2909 -0.3991
C 1.088661 0.069875 -0.069863 2.3836 0.5201 0.8546
S 2.712998 -0.184163 -0.048786 -0.3264 -0.3608 -0.4974
S 0.010290 -1.251612 -0.201529 -2.0216 -0.2267 0.5399
C -1.268325 -0.525833 0.948579 -1.3483 -0.2958 -3.2289
N -2.392829 -0.047035 0.531577 1.1089 -1.8686 3.0439
O -2.828498 -0.195964 -0.687194 1.0016 0.0132 -3.8438
H -0.778283 2.647440 0.751931 -0.1542 -1.8292 -2.6144
H -0.010004 2.748926 -0.947214 -1.6274 -1.5375 0.5641
H -1.372541 1.192117 -0.588935 2.4712 3.2612 0.3626
H -1.170565 -0.621655 1.983571 0.6391 0.3250 1.4296
H -2.100912 -0.448394 -1.413216 -1.3430 0.1832 2.2478

Record 7
13
Properties=species:S:1:pos:R:3:forces:R:3 method="wB97M-V/def2-TZVPD" smiles="COC(=S)ONC=S" e_homo_ha=-0.33798 lumo_energy_ev=-0.0817 total_energy_ev=-30444.646 e_above_lowest_kcal_mol=79.9
C 0.547776 -1.754614 1.763089 0.3597 -1.6651 -1.6179
O -0.665851 -1.564509 1.029779 -0.4088 0.6808 -0.2235
C -1.129820 -0.343916 0.761470 -0.0549 -0.5150 0.1058
S -2.692117 -0.024435 0.495834 0.2104 -0.0297 0.0314
O -0.213192 0.684584 0.749099 -0.1213 0.0102 0.1608
N 0.938285 0.380432 0.008119 -0.0797 0.0787 -0.8617
C 0.948545 0.843303 -1.278956 0.6711 -0.2932 0.2549
S 2.318041 1.019846 -2.146292 -0.4860 -0.0220 0.2771
H 1.376702 -1.927627 1.045545 -0.4441 0.1328 0.4927
H 0.389015 -2.665033 2.335247 0.0218 0.1067 0.1087
H 0.755993 -0.940997 2.380199 0.3182 1.3275 1.1058
H 1.780532 0.517177 0.532180 0.3389 0.0391 0.4265
H -0.051692 0.997647 -1.647319 -0.3254 0.1492 -0.2606

Record 8
13
Properties=species:S:1:pos:R:3:forces:R:3 method="wB97M-V/def2-TZVPD" e_homo_ha=-0.33038 lumo_energy_ev=0.5507 total_energy_ev=-30445.095 e_above_lowest_kcal_mol=69.5
C 1.627283 -0.455958 1.142518 -1.7336 -0.3398 -1.6838
C 1.346692 0.455300 -0.047764 1.1519 -0.3912 -1.0610
C -1.516863 1.206881 -1.625565 0.5155 -1.4502 -0.3818
N -1.167983 1.077967 -0.329333 -2.2037 -0.7808 0.8709
O -0.742366 1.668772 -2.394898 0.8040 1.0754 -2.1675
O 0.022321 1.612098 1.843108 -0.9280 0.1034 1.8355
S 3.083112 0.449511 0.578907 -1.1463 0.7171 0.7766
S 0.154698 1.836870 0.431488 2.0390 0.0993 -2.0520
H 1.626071 -1.475958 0.773342 0.1363 -0.1920 0.5242
H 0.904002 -0.252765 1.984217 1.7127 0.0180 -0.4788
H 1.410168 0.106284 -1.145340 -0.8739 0.5295 1.9769
H -2.438390 0.622327 -1.921187 0.2839 0.8649 0.3547
H -2.040089 0.965844 0.157708 0.2422 -0.2536 1.4861

Record 9
12
Properties=species:S:1:pos:R:3:forces:R:3 method="wB97M-V/def2-TZVPD" e_homo_ha=0.08264 lumo_energy_ev=7.4155 total_charge=-2 total_energy_ev=-10819.567 e_above_lowest_kcal_mol=21.3
C -0.574664 -1.116092 0.897692 -0.3521 -0.9697 0.3402
C -0.585183 0.251890 -1.222260 0.7269 2.8313 1.3192
C 0.212688 -0.387535 -0.137769 1.1834 1.4733 0.6674
N 0.764516 1.131289 0.747513 -0.9265 -2.2786 -0.0849
O -1.759885 -0.779886 1.187536 0.3425 0.1991 -0.2200
O 1.776500 1.738714 0.114695 0.7566 0.4473 -0.5764
O 0.051704 -2.081896 1.412508 0.1517 -0.6313 0.6617
H -0.639352 -0.382574 -2.130304 -0.5252 0.7781 0.2897
H -1.479183 0.680893 -0.669071 0.1633 -1.2356 -1.2643
H 0.015337 1.246816 -1.260943 -0.5713 -1.3738 -1.4342
H 1.069280 -1.010685 -0.563767 -0.7336 0.9467 0.9425
H 1.148242 0.709067 1.624171 -0.2155 -0.1869 -0.6409

Record 10
12
Properties=species:S:1:pos:R:3:forces:R:3 method="wB97M-V/def2-TZVPD" e_homo_ha=0.05960 lumo_energy_ev=6.7315 total_charge=-2 total_energy_ev=-10820.334 e_above_lowest_kcal_mol=3.6
C 0.663638 2.788671 -0.130643 0.2021 -0.1471 -0.3042
C 1.326703 0.420166 -0.411628 -2.2249 -1.4543 -0.5056
C 0.355784 1.307742 -0.263761 1.7623 -0.0814 0.1531
N -1.877960 -1.321990 0.341328 0.0374 2.3209 0.5560
O -0.263446 3.521377 -0.518157 -0.6066 0.6792 0.0179
O -2.263515 -2.361292 1.191419 -0.8992 -0.5924 1.0905
O 1.826691 3.122530 0.196308 0.0803 -0.0311 0.3190
H 1.054898 -0.606922 -0.729239 0.3858 0.5459 0.5070
H 2.285983 0.670106 -0.157049 2.5301 0.5865 0.0994
H -0.967820 -1.654279 0.095859 1.0949 0.5439 -0.5770
H -0.594148 0.889904 -0.346771 -1.9171 0.1874 -0.4059
H -1.664007 -0.358685 0.892918 -0.4451 -2.5575 -0.9502

Record 11
12
Properties=species:S:1:pos:R:3:forces:R:3 method="wB97M-V/def2-TZVPD" smiles="CNC(=O)C(=O)O" e_homo_ha=-0.33777 lumo_energy_ev=0.5680 total_energy_ev=-10823.140 e_above_lowest_kcal_mol=58.7
C 2.123305 0.074403 0.056367 -2.8367 0.9599 0.8977
N 0.417014 0.261144 0.244317 7.2741 0.4583 -0.6395
C -0.149021 -0.807536 -0.219245 -5.9392 0.1374 1.4607
O 0.084887 -1.958116 -0.370973 0.6226 0.2189 -0.4325
C -1.914077 -0.246227 0.088685 0.7925 -1.7494 -1.6446
O -2.805397 -1.002247 0.331925 0.3067 0.1781 0.2637
O -2.111892 1.072162 -0.147177 0.3375 0.3253 0.0652
H 2.535287 0.776165 0.776544 0.0755 -0.0850 -0.0913
H 2.347371 -0.953338 0.323426 -0.1759 0.0821 -0.0710
H 2.416595 0.323310 -0.960669 -0.2297 -0.0801 0.0390
H 0.117703 1.178462 -0.047728 -0.4668 -0.1580 0.0480
H -3.061775 1.281819 -0.075472 0.2393 -0.2874 0.1046

Record 12
12
Properties=species:S:1:pos:R:3:forces:R:3 method="wB97M-V/def2-TZVPD" smiles="C=C(C)O[N+](=O)[O-]" e_homo_ha=-0.35725 lumo_energy_ev=0.2053 total_energy_ev=-10819.473 e_above_lowest_kcal_mol=143.3
C -0.871693 0.358748 1.517823 0.3142 -0.2095 1.8543
C -0.264777 -0.095269 0.427316 -2.9082 0.7283 0.1619
C -0.897607 -0.455685 -0.874126 -1.7978 0.3874 0.6453
O 1.049969 -0.277724 0.571423 1.6735 -0.0644 -0.5735
N 1.901813 0.280518 -0.486843 0.5970 -2.1864 2.2421
O 2.998410 -0.137367 -0.256556 0.1436 0.9912 -1.1849
O 1.408415 0.941879 -1.322138 0.2517 0.7869 -0.5703
H -0.196582 0.490866 2.406827 -0.8013 0.1712 -0.9545
H -1.947958 0.423964 1.748294 0.6820 -0.0955 -0.7247
H -0.490129 -1.344576 -1.264559 0.3489 -1.3587 -0.3601
H -2.022011 -0.475992 -0.898709 1.1312 -0.2779 0.6402
H -0.667850 0.290635 -1.568749 0.3653 1.1275 -1.1758

Repeat the first record exactly.
12
Properties=species:S:1:pos:R:3:forces:R:3 method="wB97M-V/def2-TZVPD" e_homo_ha=-0.37727 lumo_energy_ev=0.6404 total_energy_ev=-19609.898 e_above_lowest_kcal_mol=60.3
C -2.035392 -0.649667 -0.110255 0.5079 -0.1421 0.5557
C 0.788997 1.176443 0.198546 -0.5029 0.1002 -1.1394
C -0.945576 -1.626006 -0.035611 -1.4517 -3.3745 0.5227
N -2.776902 0.216551 -0.185847 -0.5707 0.3230 -0.0666
O 1.471183 -0.928046 -1.100009 0.5435 -0.0226 0.5038
O 0.045444 -1.334537 0.902812 0.7083 0.8578 0.5016
S 1.409217 -0.547528 0.322869 -0.9919 0.5844 -1.1287
H 1.073103 1.851024 0.918607 1.4593 0.8358 2.7585
H -0.276820 1.356621 0.289497 -0.4135 -0.8464 -0.7261
H 1.221486 1.723582 -0.650495 -0.3264 -1.0086 -0.4922
H -1.341367 -2.750298 0.313606 0.7332 3.0957 -1.2170
H -0.555045 -1.667822 -1.048830 0.3049 -0.4028 -0.0723

Repeat the eleventh record exactly.
12
Properties=species:S:1:pos:R:3:forces:R:3 method="wB97M-V/def2-TZVPD" smiles="CNC(=O)C(=O)O" e_homo_ha=-0.33777 lumo_energy_ev=0.5680 total_energy_ev=-10823.140 e_above_lowest_kcal_mol=58.7
C 2.123305 0.074403 0.056367 -2.8367 0.9599 0.8977
N 0.417014 0.261144 0.244317 7.2741 0.4583 -0.6395
C -0.149021 -0.807536 -0.219245 -5.9392 0.1374 1.4607
O 0.084887 -1.958116 -0.370973 0.6226 0.2189 -0.4325
C -1.914077 -0.246227 0.088685 0.7925 -1.7494 -1.6446
O -2.805397 -1.002247 0.331925 0.3067 0.1781 0.2637
O -2.111892 1.072162 -0.147177 0.3375 0.3253 0.0652
H 2.535287 0.776165 0.776544 0.0755 -0.0850 -0.0913
H 2.347371 -0.953338 0.323426 -0.1759 0.0821 -0.0710
H 2.416595 0.323310 -0.960669 -0.2297 -0.0801 0.0390
H 0.117703 1.178462 -0.047728 -0.4668 -0.1580 0.0480
H -3.061775 1.281819 -0.075472 0.2393 -0.2874 0.1046

Repeat the tenth record exactly.
12
Properties=species:S:1:pos:R:3:forces:R:3 method="wB97M-V/def2-TZVPD" e_homo_ha=0.05960 lumo_energy_ev=6.7315 total_charge=-2 total_energy_ev=-10820.334 e_above_lowest_kcal_mol=3.6
C 0.663638 2.788671 -0.130643 0.2021 -0.1471 -0.3042
C 1.326703 0.420166 -0.411628 -2.2249 -1.4543 -0.5056
C 0.355784 1.307742 -0.263761 1.7623 -0.0814 0.1531
N -1.877960 -1.321990 0.341328 0.0374 2.3209 0.5560
O -0.263446 3.521377 -0.518157 -0.6066 0.6792 0.0179
O -2.263515 -2.361292 1.191419 -0.8992 -0.5924 1.0905
O 1.826691 3.122530 0.196308 0.0803 -0.0311 0.3190
H 1.054898 -0.606922 -0.729239 0.3858 0.5459 0.5070
H 2.285983 0.670106 -0.157049 2.5301 0.5865 0.0994
H -0.967820 -1.654279 0.095859 1.0949 0.5439 -0.5770
H -0.594148 0.889904 -0.346771 -1.9171 0.1874 -0.4059
H -1.664007 -0.358685 0.892918 -0.4451 -2.5575 -0.9502